10
Properties=species:S:1:pos:R:3 method="wB97M-V/def2-TZVPD" orbital_gap_ev="7.0 / 8.4" homo_energy_ev="-14.9 / -14.8" total_charge=+1 multiplicity=1 e_lumo_ev="-7.8 / -6.4" energy_ev=-7632.593
C -0.601 -0.983 -0.923
C -0.636 -0.834 0.506
H 0.073 0.365 2.072
C 0.154 0.162 1.015
N 0.097 -0.395 -1.719
N 0.823 1.895 -0.396
H -1.245 -1.833 -1.173
N 0.798 0.959 0.326
H 1.737 2.099 -0.888
H -1.200 -1.435 1.179


76
Properties=species:S:1:pos:R:3 method="wB97M-V/def2-TZVPD" orbital_gap_ev=7.1 homo_energy_ev=-4.9 total_charge=-1 multiplicity=1 e_lumo_ev=2.2 energy_ev=-146816.191
S -0.617 7.719 4.786
H -0.936 3.318 -1.228
H 1.009 5.484 0.749
C -2.064 3.980 -4.135
H -0.256 -0.248 -5.547
O -2.463 8.297 2.971
C -1.214 3.207 -3.351
H -2.826 1.772 -6.553
C 0.477 5.380 1.686
H -4.886 -1.779 0.086
H 1.051 -2.150 -3.440
Si -2.400 -0.165 -0.606
H -3.473 -5.801 -0.246
C -2.980 0.848 0.856
C -0.967 1.876 -3.718
C -2.027 -4.266 -0.652
H -1.697 10.029 5.641
H -1.093 -3.375 3.150
C -0.896 5.091 4.077
C -0.591 3.811 -2.135
C 0.338 2.016 0.471
H -3.222 1.558 -2.222
C -0.007 4.115 2.048
H -1.637 -0.769 -4.617
H -3.365 9.745 5.091
H -2.097 -2.503 1.945
H -3.177 1.873 0.538
Pd -0.109 0.133 -0.478
H -1.233 -4.979 -0.853
O -0.336 -0.713 1.432
C 0.183 2.982 1.200
H 0.674 7.446 2.219
C -4.077 -2.472 -0.127
H -3.080 -0.014 -3.022
C -1.933 8.622 3.998
C -2.661 3.486 -5.285
H -4.050 3.776 -6.906
H 1.835 -2.275 0.411
H -2.257 0.850 1.667
H -3.010 5.166 -6.588
H -1.436 4.986 5.010
Cl -2.147 -1.474 4.055
C -2.807 -1.993 -0.458
C -3.568 4.353 -6.116
H 0.908 -3.758 0.355
H -3.914 0.407 1.224
H -0.822 4.875 -2.066
H -0.685 -2.403 -3.627
C -2.378 2.180 -5.652
C -2.329 9.861 4.771
C -1.773 -2.895 -0.724
H -5.299 -4.201 0.222
H -1.867 -0.227 -6.289
H -2.275 10.719 4.101
Se 0.283 0.731 -2.797
C 0.175 -2.628 -3.000
H -2.258 5.004 -3.830
H -4.389 0.269 -1.873
C -0.697 3.993 3.260
C -1.312 -0.046 -5.367
C -0.099 -1.676 2.245
Si -0.117 -2.131 -1.208
O 0.987 -2.059 2.652
C 0.289 6.476 2.507
H -1.071 3.019 3.549
H 2.011 -3.370 -0.973
C -1.359 -2.408 2.736
C -1.542 1.364 -4.893
C -0.403 6.337 3.705
C -3.334 0.481 -2.089
H 0.336 -3.712 -3.001
H 0.491 3.671 -2.140
C 1.300 -2.944 -0.261
C -4.316 -3.836 -0.048
C -3.288 -4.735 -0.311
H -4.348 4.807 -5.503


126
Properties=species:S:1:pos:R:3 method="wB97M-V/def2-TZVPD" orbital_gap_ev=7.3 homo_energy_ev=-10.8 total_charge=+1 multiplicity=1 e_lumo_ev=-3.6 energy_ev=-100850.950
H 2.173 -0.817 -5.330
C 1.112 5.244 9.584
O 2.399 0.866 7.717
N -3.493 8.312 -0.034
H -6.237 -3.884 0.676
H 0.001 4.368 -0.771
O 0.037 -4.087 -5.560
C 2.039 0.593 4.529
H 4.568 -9.631 -2.151
H 3.239 5.308 9.274
H 3.360 3.027 8.353
H 3.491 0.567 1.805
H 0.416 -5.388 -3.402
C 1.702 -5.531 -0.243
H 4.076 2.505 2.737
H 0.758 -0.337 3.069
O -0.118 -3.510 -0.007
H -1.002 4.908 9.778
C -6.514 11.132 -3.378
O -0.756 -3.713 -2.065
N 1.819 1.507 0.942
H 3.597 -1.184 3.116
H 3.156 2.358 5.181
H -2.732 -0.199 -5.723
N -0.057 -4.033 -1.116
H -6.046 -4.694 2.996
O 4.970 -10.747 -5.879
C 7.871 -11.441 -3.048
H -0.732 0.102 -0.357
C -5.163 -4.660 2.368
O -4.191 8.641 -0.983
C -2.519 7.239 -0.242
C 0.349 1.548 1.080
C 3.017 2.241 3.100
C 2.512 1.032 2.167
O 2.642 -1.354 3.256
C 1.024 -5.713 -2.564
C -1.660 -0.341 -5.638
O -4.819 -5.636 4.889
H 2.292 3.121 3.017
H -7.792 11.313 -6.536
H -2.037 -4.522 0.083
H -1.236 1.764 -5.551
C -1.129 -1.626 -5.622
H 8.390 -11.159 -0.981
H 1.067 6.247 9.996
C -2.789 -5.018 2.033
H 7.108 -11.581 -5.044
O -2.692 -5.906 4.607
H 4.081 1.090 4.528
C 0.002 3.203 8.942
H -0.484 -0.600 1.338
C -4.150 -4.157 0.240
N 1.297 1.311 8.024
C -0.705 5.180 -0.623
C -3.920 -5.070 2.846
C 1.099 -0.694 -5.416
C 5.488 -10.138 -2.413
H -0.210 5.430 1.453
N 4.731 -10.331 -4.757
C 6.448 -10.353 -1.430
C 2.336 4.716 9.180
C 7.639 -11.000 -1.749
C 2.714 -7.183 -1.678
H -1.388 5.153 -2.662
H -1.727 0.715 1.049
C -7.302 11.563 -4.442
H -4.241 -3.806 -0.784
C 2.290 -0.754 -0.537
N 3.178 1.601 4.467
H 2.277 -0.073 5.425
O 0.253 0.689 7.923
O -3.557 8.815 1.076
O 2.020 -3.257 -5.325
H 8.800 -11.946 -3.291
O -0.158 2.647 1.447
C 2.400 3.428 8.661
H 3.414 -7.999 -1.819
H 2.919 -1.241 0.296
C -1.731 6.811 0.824
C 0.559 0.588 -5.436
H 2.024 -7.229 -3.712
C -0.817 0.763 -5.543
C -0.667 0.364 0.760
C 0.249 -1.794 -5.505
H 1.212 1.452 -5.365
C 1.231 2.676 8.549
C -0.052 4.491 9.463
H -1.796 -2.478 -5.697
O 2.704 1.561 -1.213
C -5.607 10.096 -3.576
C 1.930 -6.752 -2.743
H -4.993 9.748 -2.752
C 6.915 -11.232 -4.036
C -0.823 5.776 0.629
H -1.818 -5.329 2.400
H -0.912 2.627 8.853
C -1.487 5.619 -1.687
C 0.912 -5.111 -1.312
H -4.786 8.691 -4.980
H 1.106 1.187 4.856
C 1.877 -0.142 3.074
N -8.276 12.637 -4.231
C -5.274 -4.202 1.059
C 2.269 0.819 -0.289
N 0.811 -3.146 -5.462
C -2.910 -4.561 0.726
H -6.177 9.482 -6.867
H 1.624 -5.065 0.733
H 3.218 -6.913 0.396
H 1.222 -1.168 -0.536
N -3.802 -5.574 4.216
C -2.399 6.653 -1.500
H 6.271 -10.014 -0.415
C 5.730 -10.575 -3.712
H -3.005 6.984 -2.336
C -5.491 9.503 -4.830
H -1.814 7.267 1.804
C -7.185 10.979 -5.701
O -8.338 13.139 -3.119
O 3.715 -9.722 -4.447
C 2.603 -6.573 -0.430
O -8.974 12.967 -5.179
H -6.595 11.586 -2.396
H 2.805 -0.999 -1.537
C -6.274 9.946 -5.892


14
Properties=species:S:1:pos:R:3 method="wB97M-V/def2-TZVPD" orbital_gap_ev=10.3 homo_energy_ev=-9.3 total_charge=0 multiplicity=1 e_lumo_ev=1.0 energy_ev=-8833.489
H 1.960 -1.797 0.778
C 0.570 0.887 -0.530
C 0.535 -0.357 -0.099
H -0.374 0.931 1.857
H -2.353 2.163 0.148
H 1.337 -2.245 -0.885
C -0.237 -1.443 0.505
H 1.431 1.333 -1.018
O -0.502 1.759 -0.509
H -1.056 -1.874 -0.066
C -1.423 1.722 0.502
H -0.412 -1.416 1.580
N -1.309 1.305 1.685
C 1.192 -1.662 0.021


Look up the multiplicity of the first one.
1


What is the multiplicity in the fourth record?
1